# 1
Formula: C57H61NO6P2
Source: the Open Molecules 2025 dataset
Level of theory: wB97M-V/def2-TZVPD

**SMILES string**: [H]/N=C\COC(=O)OPP(=O)(O)O.c1ccccc1.c1ccccc1.c1ccccc1.c1ccccc1.c1ccccc1.c1ccccc1.c1ccccc1.c1ccccc1.c1ccccc1
**Kohn-Sham gap**: 7.413 eV
**Calculated total energy**: -3397.358032 Ha

Structure (XYZ):
```
127
C57H61NO6P2, DFT wB97M-V/def2-TZVPD
H -1.24240 2.79534 -0.42133
N -0.30428 3.17064 -0.16013
C 0.58977 2.71140 -1.11778
C 0.10160 1.76537 -2.36146
O 1.16190 1.02350 -3.05133
C 2.15809 0.45421 -2.13660
O 3.29751 1.14391 -1.84507
O 2.08967 -0.90243 -1.51710
P 0.78483 -1.01857 -0.37263
P 1.13064 0.14595 1.44028
O 2.19975 1.30406 1.30013
O 1.69551 -0.88197 2.77118
O -0.45968 0.72069 1.97109
H 1.71449 3.06824 -0.97915
H -0.79535 1.08803 -1.97176
H -0.38328 2.49540 -3.17128
H 0.75795 -2.41520 0.05573
H 1.96677 -0.19983 3.47420
H -0.94733 -0.14714 2.18192
C 1.29027 4.50292 4.54372
C 0.87921 5.76992 4.95671
C -0.05225 6.48221 4.20187
C -0.57001 5.92894 3.03053
C -0.15197 4.66581 2.61256
C 0.77668 3.95187 3.36938
H 2.01100 3.94537 5.13565
H 1.28452 6.20228 5.86813
H -0.37494 7.46819 4.52586
H -1.29764 6.48252 2.44360
H -0.55088 4.23690 1.69656
H 1.10059 2.96656 3.04478
C 0.01576 0.02284 6.62077
C 0.06972 -1.03439 5.71294
C 0.36071 -2.32330 6.15882
C 0.60230 -2.55465 7.51320
C 0.55750 -1.49580 8.41971
C 0.26280 -0.20747 7.97445
H -0.21761 1.02585 6.27403
H -0.11599 -0.85383 4.65711
H 0.39932 -3.14760 5.45150
H 0.82648 -3.55913 7.86126
H 0.75160 -1.67482 9.47443
H 0.22562 0.61716 8.68135
C 7.71697 0.01102 1.61042
C 6.49823 -0.27481 2.22507
C 5.30197 -0.02535 1.55314
C 5.32417 0.51451 0.26695
C 6.54269 0.80903 -0.34412
C 7.73912 0.55609 0.32631
H 8.64905 -0.18972 2.13162
H 6.48071 -0.69313 3.22836
H 4.35243 -0.25143 2.03116
H 4.39244 0.70657 -0.25782
H 6.56010 1.23532 -1.34418
H 8.68867 0.78346 -0.15093
C 2.89458 -3.73660 -4.52646
C 2.48352 -2.46961 -4.11346
C 1.55206 -1.75731 -4.86831
C 1.03430 -2.31059 -6.03965
C 1.45234 -3.57372 -6.45761
C 2.38099 -4.28766 -5.70080
H 3.61531 -4.29416 -3.93452
H 2.88883 -2.03725 -3.20205
H 1.22937 -0.77134 -4.54431
H 0.30667 -1.75701 -6.62658
H 1.05343 -4.00263 -7.37361
H 2.70490 -5.27297 -6.02540
C -2.07239 -1.89909 -8.39461
C -2.88252 -1.07095 -9.17093
C -4.24682 -0.97462 -8.89858
C -4.80250 -1.71043 -7.85166
C -3.99405 -2.54574 -7.08121
C -2.62902 -2.63923 -7.35112
H -1.00819 -1.96879 -8.60282
H -2.45010 -0.49945 -9.98842
H -4.87727 -0.32648 -9.50165
H -5.86489 -1.63362 -7.63759
H -4.42795 -3.12385 -6.26901
H -1.99872 -3.28842 -6.74914
C -1.62002 8.32658 8.75139
C -0.72463 8.15053 7.69683
C 0.18772 9.15660 7.38028
C 0.20193 10.34174 8.11613
C -0.69970 10.52159 9.16478
C -1.60958 9.51401 9.48380
H -2.32627 7.53977 9.00208
H -0.73730 7.22808 7.12167
H 0.88767 9.01765 6.56052
H 0.91432 11.12468 7.87142
H -0.69280 11.44754 9.73461
H -2.31057 9.65336 10.30253
C 2.52323 -5.78236 6.66412
C 2.57719 -6.83959 5.75630
C 2.86818 -8.12850 6.20217
C 3.10976 -8.35985 7.55655
C 3.06497 -7.30100 8.46307
C 2.77027 -6.01267 8.01780
H 2.28986 -4.77935 6.31738
H 2.39148 -6.65903 4.70046
H 2.90678 -8.95280 5.49486
H 3.33395 -9.36433 7.90462
H 3.25907 -7.48002 9.51778
H 2.73309 -5.18804 8.72470
C -2.75407 3.29254 -10.26105
C -3.56421 4.12069 -11.03737
C -4.92851 4.21702 -10.76502
C -5.48419 3.48121 -9.71810
C -4.67573 2.64590 -8.94765
C -3.31071 2.55241 -9.21756
H -1.68988 3.22285 -10.46926
H -3.13179 4.69219 -11.85486
H -5.55895 4.86516 -11.36809
H -6.54657 3.55802 -9.50403
H -5.10964 2.06779 -8.13545
H -2.68040 1.90322 -8.61558
C -3.63124 -6.52193 -3.22906
C -4.52903 -7.20347 -2.40791
C -5.90163 -7.08262 -2.62264
C -6.37724 -6.27603 -3.65678
C -5.47971 -5.58711 -4.47212
C -4.10695 -5.71089 -4.25980
H -2.56162 -6.62161 -3.06571
H -4.15863 -7.83004 -1.60037
H -6.60092 -7.61663 -1.98462
H -7.44646 -6.18371 -3.82597
H -5.85030 -4.95374 -5.27440
H -3.40758 -5.17582 -4.89675
```

Here are the Mulliken charges for atoms 1 to 99, given in e: H 0.16; N -0.36; C -0.28; C -0.38; O -0.27; C 0.52; O -0.50; O -0.17; P -0.25; P 1.10; O -0.54; O -0.49; O -0.51; H 0.32; H 0.35; H 0.33; H 0.13; H 0.29; H 0.30; C -0.72; C -0.17; C -0.26; C -0.66; C -0.16; C -0.14; H 0.38; H 0.32; H 0.29; H 0.37; H 0.47; H 0.34; C -0.50; C -0.07; C -0.64; C -0.25; C -0.52; C -0.38; H 0.42; H 0.41; H 0.40; H 0.38; H 0.37; H 0.37; C -0.40; C -0.48; C -0.26; C -0.02; C -0.54; C -0.38; H 0.35; H 0.37; H 0.28; H 0.43; H 0.38; H 0.35; C -0.67; C -0.17; C -0.37; C -0.37; C -0.26; C -0.49; H 0.38; H 0.43; H 0.51; H 0.26; H 0.40; H 0.37; C -0.20; C -0.69; C -0.33; C -0.57; C 0.02; C -0.49; H 0.39; H 0.45; H 0.51; H 0.37; H 0.19; H 0.36; C -0.56; C -0.07; C -0.15; C -0.46; C -0.38; C -0.32; H 0.35; H 0.19; H 0.35; H 0.35; H 0.35; H 0.35; C -0.20; C -0.50; C -0.34; C -0.38; C -0.39; C -0.36; H 0.38; H 0.35

# 2
Formula: C15H24AsBrCrN6O4S3
Source: the Open Molecules 2025 dataset
Level of theory: wB97M-V/def2-TZVPD

**ΔE to the lowest compared entry with this formula, charge and spin**: 0.2924 eV
**Kohn-Sham gap (spin up / spin down)**: 7.625 / 7.725 eV
**Calculated total energy**: -8264.416367 Ha
**2S+1**: 5

Structure (XYZ):
```
55
C15H24AsBrCrN6O4S3, DFT wB97M-V/def2-TZVPD
Cr -0.55421 -1.33142 -0.06301
O -0.67658 -2.24442 6.15187
C -0.46427 -1.81092 4.88955
C 0.58133 -2.26626 4.08928
C 0.66848 -1.77088 2.80729
N -0.17371 -0.86448 2.29553
C -1.14395 -0.44571 3.08323
Br -2.37256 0.79927 2.36178
C -1.35218 -0.87181 4.38067
H -0.02627 -2.91791 6.38501
H 1.28569 -3.00890 4.43790
H 1.43455 -2.13897 2.13685
H -2.18021 -0.51333 4.97058
S -1.10765 0.61692 -1.51604
C -1.93043 -0.07883 -2.84848
N -2.09656 -1.35703 -3.12850
C -2.88615 -1.56558 -4.33149
C -3.21637 -0.12534 -4.78714
N -2.52108 0.67917 -3.79185
H -1.62389 -2.12452 -2.62097
H -3.78543 -2.13487 -4.09272
H -2.31494 -2.12082 -5.07573
H -4.28991 0.06697 -4.76732
H -2.84383 0.08916 -5.78982
H -2.64530 1.66625 -3.65884
O -1.84323 -5.11948 -0.07425
S -1.42624 -3.77681 -0.34294
O -1.08503 -3.50670 -1.77057
O -0.21811 -3.33936 0.46734
S -2.76602 -2.31813 0.19944
C -1.21732 4.22466 0.67602
As 0.25313 2.94124 0.74059
C 1.28530 3.66140 -0.76049
C 1.25037 3.80060 2.19109
H -0.83990 5.23625 0.52231
H -1.77188 4.18148 1.61205
H -1.88723 3.95396 -0.13912
H 1.72586 4.62597 -0.50649
H 0.61673 3.78261 -1.61135
H 2.06969 2.96249 -1.05165
H 1.41712 4.85681 1.97783
H 2.21325 3.30913 2.33763
H 0.68458 3.70516 3.11705
N 4.50890 0.77077 0.17816
C 3.65191 -0.11468 -0.41828
C 2.32491 -0.24527 0.02616
N 1.51807 -1.11807 -0.54228
C 1.98190 -1.90668 -1.52447
C 3.28951 -1.76183 -1.93657
N 4.12167 -0.87008 -1.40001
H 4.12343 1.54924 0.68446
H 5.36534 0.94550 -0.32077
H 1.91380 0.36176 0.82309
H 1.29571 -2.63262 -1.94122
H 3.67918 -2.38506 -2.73035
```

So, what does the Mulliken scheme give us? The charges, in e, come out as: Cr 0.82; O -0.55; C 1.00; C -0.71; C -0.45; N 0.09; C -0.01; Br -0.12; C -0.55; H 0.30; H 0.29; H 0.29; H 0.48; S -0.22; C -0.33; N 0.49; C -0.54; C -0.51; N -0.15; H 0.00; H 0.32; H 0.32; H 0.29; H 0.28; H 0.23; O -0.67; S 1.08; O -0.77; O -0.49; S -0.46; C -1.16; As 0.44; C -1.09; C -1.20; H 0.38; H 0.36; H 0.30; H 0.40; H 0.34; H 0.25; H 0.39; H 0.33; H 0.34; N -0.46; C 0.32; C -0.62; N 0.65; C -0.51; C -0.53; N -0.63; H 0.20; H 0.27; H 0.55; H 0.54; H 0.39

> Among the records above, which one has the lowest calculated total energy?

C15H24AsBrCrN6O4S3